No. 1
C3H10N3S | ωB97M-V with the def2-TZVPD basis set

ORCA input file:
```
! wB97M-V def2-TZVPD RIJCOSX def2/J DEFGRID3
* xyz 1 1
C 2.310 -0.732 -0.382
C 0.099 -1.211 -0.068
C -2.721 1.925 -0.287
N 1.111 -1.296 -0.984
N 1.875 -0.030 0.845
N 0.445 0.100 0.731
S -0.027 1.688 -0.256
H 2.943 -1.615 -0.138
H 2.941 0.021 -1.070
H -0.817 -1.026 -0.458
H 0.182 -1.922 0.792
H -2.738 1.686 0.863
H -2.813 1.212 -1.091
H -2.797 2.967 -0.267
H 0.843 -1.003 -1.897
H 2.302 0.745 1.381
H 0.082 0.044 1.699
*
```

- LUMO level: -0.208 Ha
- HOMO: -13.4 eV
- HOMO-LUMO gap: 7.771 eV

Atom charges from the Mulliken analysis, given in e for atoms 1 to 4: -0.334, -0.508, -0.679, -0.261

---

No. 2
C3H10N4 | ωB97M-V with the def2-TZVPD basis set

ORCA input file:
```
! wB97M-V def2-TZVPD RIJCOSX def2/J DEFGRID3
* xyz -1 2
N -0.156 -0.147 -2.655
C -1.077 0.691 -2.067
N -2.235 0.290 -1.747
H -0.423 -1.119 -2.602
H 0.812 0.024 -2.426
H -0.724 1.721 -1.958
H -2.743 1.059 -1.322
C 1.469 -1.448 1.361
N 0.588 -0.365 0.919
C 0.231 0.668 1.706
N -0.750 1.447 1.423
H 1.236 -2.338 0.778
H 2.517 -1.170 1.254
H 1.284 -1.713 2.409
H -0.109 -0.603 0.228
H 0.874 0.825 2.572
H -0.795 2.177 2.130
*
```

- LUMO level (alpha / beta): 0.151 / 0.147 Ha
- HOMO (alpha / beta): 1.2 / -5.3 eV
- Expectation value of S²: 0.7503
- HOMO-LUMO gap (alpha / beta): 2.932 / 9.263 eV

Atom charges from the Mulliken analysis, given in e for atoms 1 to 4: -0.811, -0.270, -0.686, 0.370

---

No. 3
C3H10N4 | ωB97M-V with the def2-TZVPD basis set

ORCA input file:
```
! wB97M-V def2-TZVPD RIJCOSX def2/J DEFGRID3
* xyz 0 1
C 1.166 0.931 1.007
N 0.882 0.126 -0.160
C 2.125 -0.257 -0.803
N 0.260 -1.099 0.272
C -1.019 -1.083 0.312
N -1.966 -0.137 0.047
N -1.729 1.077 -0.652
H 1.711 0.349 1.771
H 1.736 1.813 0.684
H 0.212 1.304 1.434
H 2.625 0.647 -1.147
H 1.931 -0.867 -1.673
H 2.803 -0.810 -0.120
H -1.460 -2.038 0.629
H -2.877 -0.530 -0.191
H -1.633 1.808 0.060
H -0.804 1.008 -1.090
*
```

- LUMO level: 0.037 Ha
- HOMO: -8.2 eV
- HOMO-LUMO gap: 9.168 eV
- SMILES string: CN(C)/N=C\NN

Atom charges from the Mulliken analysis, given in e for atoms 1 to 4: -0.978, 0.194, -0.861, -0.767

---

No. 4
C3H10N4 | ωB97M-V with the def2-TZVPD basis set

ORCA input file:
```
! wB97M-V def2-TZVPD RIJCOSX def2/J DEFGRID3
* xyz 0 1
C 1.374 -0.138 0.918
N 0.536 -0.056 1.939
C -1.099 -0.324 -0.691
N -0.603 0.643 2.000
N 1.665 0.963 0.123
N -0.917 0.764 -1.543
C -0.858 -1.585 -1.046
H 0.499 -0.878 2.534
H 2.080 -0.949 0.914
H -0.447 1.574 1.604
H -1.316 0.006 0.430
H 2.189 0.709 -0.704
H 0.831 1.480 -0.148
H -1.581 1.514 -1.411
H -0.816 0.524 -2.523
H -0.558 -1.855 -2.050
H -0.978 -2.392 -0.345
*
```

- LUMO level: 0.032 Ha
- HOMO: -7.0 eV
- HOMO-LUMO gap: 7.820 eV

Atom charges from the Mulliken analysis, given in e for atoms 1 to 4: -0.281, 0.359, 0.149, -1.068

---

No. 5
C3H10N4O | ωB97M-V with the def2-TZVPD basis set

ORCA input file:
```
! wB97M-V def2-TZVPD RIJCOSX def2/J DEFGRID3
* xyz 0 1
N -1.065 -1.077 1.445
C 0.300 -1.245 1.705
C 1.358 -0.065 1.005
N 0.850 1.198 1.058
O 2.553 -0.286 1.063
H -1.475 -0.295 1.940
H -1.247 -0.996 0.435
H 0.680 -2.164 1.255
H 0.532 -1.216 2.772
H -0.113 1.337 0.788
H 1.487 1.955 0.857
C -1.117 1.237 -2.498
N -0.744 0.660 -1.429
N -0.165 -0.557 -1.452
H -1.582 2.204 -2.407
H -1.005 0.799 -3.492
H 0.095 -0.908 -2.378
H 0.660 -0.578 -0.665
*
```

- LUMO level: 0.026 Ha
- HOMO: -8.5 eV
- HOMO-LUMO gap: 9.238 eV
- SMILES string: NCC(N)=O.C=NN

Atom charges from the Mulliken analysis, given in e for atoms 1 to 4: -0.582, -0.479, 0.255, -0.323

---

No. 6
C3H10N4O | ωB97M-V with the def2-TZVPD basis set

ORCA input file:
```
! wB97M-V def2-TZVPD RIJCOSX def2/J DEFGRID3
* xyz 2 1
C -0.904 -0.408 -3.053
C -1.109 0.023 -1.664
N -0.191 -0.358 -0.819
N -0.126 -0.053 0.660
C 1.059 -0.318 1.308
O 1.843 -1.093 0.562
N 1.311 0.212 2.498
N 0.488 1.034 3.211
H 0.176 -0.899 -3.062
H -1.563 -1.214 -3.443
H -1.013 0.302 -3.766
H -1.936 0.779 -1.414
H 0.665 -1.007 -1.065
H -0.604 0.796 0.811
H 2.780 -1.255 0.892
H 2.174 0.005 3.070
H 0.666 0.940 4.244
H -0.472 1.042 3.100
*
```

- LUMO level: -0.320 Ha
- HOMO: -17.8 eV
- HOMO-LUMO gap: 9.144 eV
- SMILES string: C/C=[NH+]/[NH+]=C(\O)NN

Atom charges from the Mulliken analysis, given in e for atoms 1 to 4: -1.006, 0.406, -0.014, -0.301

---

No. 7
C3H10N4O2 | ωB97M-V with the def2-TZVPD basis set

ORCA input file:
```
! wB97M-V def2-TZVPD RIJCOSX def2/J DEFGRID3
* xyz 0 1
C -0.571 0.678 -0.969
C -0.652 0.101 0.959
N -1.887 0.608 1.347
O -0.751 2.080 -0.783
O 0.351 0.827 1.519
H -0.033 2.378 -0.207
H -2.087 1.499 0.909
H -2.648 -0.049 1.267
H 0.074 0.542 -1.845
H -1.530 0.256 -1.282
C 1.703 -0.849 -0.886
N 2.296 -0.225 0.002
N -0.573 -1.291 1.093
N 1.310 -1.744 -1.617
H 1.206 0.563 1.069
H 3.278 -0.382 0.163
H 0.263 -1.607 1.560
H -0.702 -1.816 0.244
H 0.953 -1.569 -2.542
*
```

- LUMO level: 0.017 Ha
- HOMO: -7.9 eV
- HOMO-LUMO gap: 8.355 eV

Atom charges from the Mulliken analysis, given in e for atoms 1 to 4: -0.643, 0.292, -0.517, -0.577

---

No. 8
C3H10N4S | ωB97M-V with the def2-TZVPD basis set

ORCA input file:
```
! wB97M-V def2-TZVPD RIJCOSX def2/J DEFGRID3
* xyz 2 1
C -1.181 -1.867 0.077
C 0.170 1.715 1.023
C -3.079 -1.429 -1.542
N 2.313 1.500 0.317
N 1.214 0.953 0.448
N -2.031 -1.654 -0.683
N 3.363 0.925 -0.204
S 0.045 -2.161 1.129
H -0.206 1.188 1.901
H 0.477 2.727 1.305
H -0.654 1.771 0.309
H -2.724 -0.879 -2.418
H -3.870 -0.870 -1.037
H -3.478 -2.390 -1.881
H 2.466 2.491 0.622
H 4.245 1.421 -0.263
H 3.302 -0.034 -0.525
H -0.375 -3.406 1.422
*
```

- LUMO level: -0.296 Ha
- HOMO: -18.4 eV
- HOMO-LUMO gap: 10.345 eV

Atom charges from the Mulliken analysis, given in e for atoms 1 to 4: 0.352, -0.721, -0.554, 0.548

---

No. 9
C3H10NO | ωB97M-V with the def2-TZVPD basis set

ORCA input file:
```
! wB97M-V def2-TZVPD RIJCOSX def2/J DEFGRID3
* xyz 0 2
O 1.759 0.541 -0.658
C 1.101 1.281 0.349
C -0.437 0.872 0.186
N -0.341 -0.534 -0.225
C -1.347 -1.565 0.012
H 2.500 1.059 -0.838
H 1.346 2.422 0.341
H 1.462 0.769 1.381
H -0.611 0.807 1.204
H -1.031 1.483 -0.456
H 0.093 -0.526 -1.159
H 0.527 -0.953 0.055
H -1.659 -1.965 -0.976
H -1.014 -2.398 0.571
H -2.348 -1.291 0.212
*
```

- LUMO level (alpha / beta): 0.034 / 0.026 Ha
- HOMO (alpha / beta): -2.9 / -10.9 eV
- Expectation value of S²: 0.7504
- HOMO-LUMO gap (alpha / beta): 3.817 / 11.596 eV

Atom charges from the Mulliken analysis, given in e for atoms 1 to 4: 0.102, -1.190, -0.969, 0.145

---

No. 10
C3H10NO | ωB97M-V with the def2-TZVPD basis set

ORCA input file:
```
! wB97M-V def2-TZVPD RIJCOSX def2/J DEFGRID3
* xyz 0 2
C 2.442 0.369 -1.247
O 1.538 0.911 -0.292
H 2.265 0.808 -2.231
H 2.268 -0.695 -1.265
H 3.473 0.517 -0.913
H 1.439 1.858 -0.443
C -1.386 -1.002 0.525
C -2.583 -0.808 -0.129
N -0.589 0.119 1.199
H -0.746 -1.865 0.415
H -2.727 -1.354 -1.061
H -3.413 -0.154 0.106
H -0.461 -0.195 2.152
H -1.151 0.965 1.240
H 0.316 0.303 0.713
*
```

- LUMO level (alpha / beta): 0.018 / 0.011 Ha
- HOMO (alpha / beta): -3.8 / -7.4 eV
- Expectation value of S²: 0.7542
- HOMO-LUMO gap (alpha / beta): 4.251 / 7.718 eV

Atom charges from the Mulliken analysis, given in e for atoms 1 to 4: -0.561, -0.590, 0.262, 0.243

---

No. 11
C3H10NO | ωB97M-V with the def2-TZVPD basis set

ORCA input file:
```
! wB97M-V def2-TZVPD RIJCOSX def2/J DEFGRID3
* xyz 1 1
C -0.137 -0.877 1.375
O -0.976 0.154 0.722
C 0.021 -2.034 0.452
H 0.826 -0.379 1.478
H -0.574 -1.129 2.364
H -1.862 -0.242 0.774
H 0.500 -1.783 -0.511
H 0.738 -2.712 0.946
H -0.930 -2.599 0.285
C 0.679 2.125 -1.331
N 0.479 0.885 -1.286
H 1.379 2.567 -2.014
H 0.151 2.776 -0.663
H -0.176 0.505 -0.503
H 1.021 0.283 -1.900
*
```

- LUMO level: -0.177 Ha
- HOMO: -15.5 eV
- HOMO-LUMO gap: 10.688 eV

Atom charges from the Mulliken analysis, given in e for atoms 1 to 4: -0.417, -0.573, -0.816, 0.279

---

No. 12
C3H10NO | ωB97M-V with the def2-TZVPD basis set

ORCA input file:
```
! wB97M-V def2-TZVPD RIJCOSX def2/J DEFGRID3
* xyz 1 1
C -0.887 1.588 1.635
H 0.280 1.684 1.654
H -1.301 2.409 2.244
H -1.190 0.616 2.072
H -1.191 1.639 0.557
O 1.312 -1.363 -2.483
C 0.143 -1.256 -2.091
C -0.167 -0.811 -0.689
N 1.083 -0.479 0.031
H -0.731 -1.340 -2.767
H -0.818 0.089 -0.703
H -0.689 -1.577 -0.126
H 1.397 -1.268 0.586
H 1.819 -0.209 -0.614
H 0.940 0.277 0.696
*
```

- LUMO level: -0.142 Ha
- HOMO: -15.4 eV
- HOMO-LUMO gap: 11.491 eV

Atom charges from the Mulliken analysis, given in e for atoms 1 to 4: -1.066, 0.262, 0.297, 0.317

---

Looking at ΔE to the lowest compared entry with this formula, charge and spin for the records above, in order, we have 139.7; 0.0; 53.3; 74.6; 71.4; 49.6; 85.1; 0.0; 86.9; 58.9; 24.5; 26.6 kcal/mol.